No. 1
Entry from the OMol25 dataset: a cluster of 14 separate species, C21H63B3F9IN26O18S in total at a distorted geometry (the ωB97M-V functional and the def2-TZVPD basis).

Properties
Total charge   0

Last column: Löwdin charge in e.
Element x y z (Å)
I  -1.4801  3.3540  -1.9722  1.10
S  -0.3900  -1.3361  6.1242  1.00
F  -0.7693  -0.2545  7.3635  -0.17
F  -0.2032  -2.4709  4.9345  -0.16
F  1.0820  -1.6443  6.8300  -0.18
F  1.9628  0.9538  3.6383  0.04
F  2.2629  -1.1993  4.2508  0.06
F  -1.0341  -2.5376  7.0851  -0.18
F  -1.9472  -1.0394  5.5332  -0.18
F  0.9460  0.9531  5.9822  0.06
F  -0.8794  0.8470  4.6714  0.09
O  -0.5947  -0.8204  -1.4988  -0.11
O  -1.8590  -4.9923  2.1899  0.02
O  7.1644  -2.3847  -4.3941  0.00
O  -0.4395  -4.3188  -3.5008  0.00
O  -7.9125  1.8641  -2.9223  0.02
O  -4.0492  1.7498  -2.2827  -0.07
O  -4.2819  0.0951  0.3309  0.20
O  -2.8627  6.2618  -3.3605  -0.06
O  9.7161  0.8495  6.7528  0.01
O  3.8698  -4.6688  -6.3694  0.00
O  -5.4601  -5.3560  7.2493  0.03
O  0.4769  5.1702  -2.7986  -0.19
O  3.3236  8.1963  -5.6474  0.01
O  -4.2910  9.1385  -0.7109  0.01
O  -1.6757  -6.6599  -6.3560  0.01
O  4.5414  -0.2698  8.1560  0.02
O  -2.1798  -1.0151  1.0398  0.22
O  -2.6174  1.2884  1.8694  0.22
N  4.3633  -4.4909  -8.5722  0.15
N  7.8481  1.6173  5.7283  0.15
N  0.9903  -4.4124  -5.2502  0.17
N  -4.6983  7.0577  -4.4252  0.17
N  -0.4003  6.7899  -4.1212  0.16
N  -4.9178  5.5801  -2.7042  0.20
N  -6.8319  1.0187  -1.1218  0.17
N  5.1107  6.8350  -5.3655  0.16
N  -3.3946  -4.4355  7.2281  0.16
N  -3.3744  -7.9358  -5.5749  0.14
N  -9.1174  1.0371  -1.1923  0.14
N  -3.6480  -6.6918  7.4946  0.14
N  7.6873  0.1322  7.4558  0.15
N  2.8672  -1.5662  8.9512  0.16
N  5.9759  -4.1360  -6.9942  0.17
N  -3.0470  -5.8433  3.9176  0.16
N  -1.4990  -7.6091  -4.3092  0.16
N  -2.6986  9.2908  0.8926  0.14
N  5.1536  -1.3614  -4.5846  0.16
N  1.7292  -4.8757  -3.1429  0.15
N  -2.2191  8.3290  -1.1245  0.17
N  1.8442  6.3833  -4.1406  0.16
N  -0.7615  -5.8219  3.9875  0.15
N  5.7738  -2.3224  -2.6075  0.15
N  5.4056  9.0814  -5.6542  0.16
N  4.7482  -1.2182  10.2013  0.15
C  -2.1508  -7.3555  -5.4713  -0.70
C  -0.0789  0.5746  1.7131  -0.03
C  4.0820  -0.9726  9.0451  -0.68
C  -4.0845  6.2976  -3.4884  -0.64
C  -7.9498  1.3410  -1.8182  -0.70
C  -3.9605  2.6759  0.0283  -0.06
C  0.6854  -4.5216  -3.9381  -0.70
C  4.6847  -4.4462  -7.2552  -0.68
C  -4.2491  -5.4842  7.3196  -0.71
C  0.5595  -0.6587  2.5176  -0.06
C  -1.8887  -5.5176  3.2917  -0.70
C  0.2404  0.0856  5.0906  -0.30
C  -1.4675  -1.9742  -1.6560  -0.22
C  -3.0257  -1.6391  -1.3644  -0.02
C  6.0994  -2.0446  -3.8946  -0.70
C  1.2451  -0.2664  3.9086  -0.32
C  4.5350  8.0473  -5.5611  -0.67
C  -3.1441  8.9325  -0.3397  -0.70
C  0.6295  6.0597  -3.6351  -0.69
C  8.4974  0.8647  6.6530  -0.71
C  -3.3872  2.4539  -1.4710  -0.76
B  -3.1928  -0.8316  0.0262  -0.41
B  -3.5954  1.2766  0.8147  -0.46
B  -1.6737  0.2405  1.5080  -0.44
H  -3.9046  -5.6335  3.4341  0.11
H  4.9067  -2.0529  -2.1796  0.10
H  6.2512  -4.0924  -6.0244  0.09
H  5.0157  -4.3116  -9.3130  0.10
H  5.6547  -0.7935  10.3078  0.11
H  8.4145  2.1761  5.1124  0.10
H  -1.8721  -8.1771  -3.5712  0.09
H  -3.5457  -2.6508  -1.2292  0.13
H  -1.0413  -0.0456  -1.8981  0.07
H  6.6832  0.1315  7.3893  0.06
H  -5.0879  2.8243  0.0529  0.12
H  -2.5127  8.0476  -2.0475  0.07
H  6.4512  -2.8290  -2.0621  0.11
H  4.2745  -1.0741  -4.1942  0.10
H  8.1307  -0.4394  8.1547  0.10
H  6.8494  1.6436  5.6304  0.10
H  -0.2913  7.5186  -4.8030  0.10
H  -9.9699  1.2613  -1.6778  0.10
H  -5.9177  5.5937  -2.7911  0.11
H  -3.7998  -3.5231  7.0971  0.11
H  -2.6542  -6.8185  7.5554  0.09
H  -0.1983  -1.5067  2.5963  0.13
H  0.1192  -5.5954  3.5560  0.10
H  1.5448  -4.9685  -2.1579  0.10
H  -4.2484  -7.4970  7.5666  0.11
H  2.6347  5.8611  -3.8020  0.09
H  4.3891  -1.7913  10.9425  0.10
H  1.4139  -1.0709  1.8634  0.15
H  -5.6937  7.1004  -4.5453  0.10
H  1.9093  -4.5754  -5.6250  0.05
H  -5.9421  1.2280  -1.5527  0.06
H  -3.7830  -8.5101  -4.8609  0.09
H  2.6587  -5.0463  -3.4840  0.09
H  -3.3573  9.7420  1.5052  0.10
H  -4.1096  7.6068  -5.0292  0.11
H  -0.7631  -6.2534  4.8931  0.09
H  6.4017  8.9814  -5.5864  0.10
H  0.3501  0.5869  0.6430  0.13
H  -1.4226  -2.2596  -2.7682  0.11
H  2.3416  -1.4065  8.1053  0.06
H  -3.4733  -0.9946  -2.1908  0.12
H  -3.0913  -6.2751  4.8234  0.07
H  -1.2735  8.1506  -0.8390  0.10
H  0.0371  1.5915  2.2022  0.12
H  -0.5883  -7.1952  -4.1947  0.10
H  6.6608  -3.9491  -7.7031  0.10
H  -6.8431  0.5896  -0.2146  0.09
H  -3.3743  3.5285  0.5256  0.11
H  4.4961  6.0412  -5.2921  0.10
H  -1.0910  -2.8608  -1.0560  0.13
H  -4.4970  5.0022  -1.9953  0.09
H  2.4717  -2.1462  9.6683  0.10
H  5.3584  -1.1369  -5.5441  0.11
H  -1.7626  9.1311  1.2168  0.09
H  5.0154  9.9979  -5.7998  0.11
H  6.1013  6.6919  -5.2921  0.10
H  3.4105  -4.7185  -8.8048  0.11
H  -1.3363  6.5771  -3.7673  0.02
H  -3.8897  -7.7709  -6.4234  0.10
H  0.2445  -4.1528  -5.8749  0.11
H  1.9940  7.1076  -4.8257  0.05
H  -2.3963  -4.5212  7.2825  0.08
H  -9.1710  0.6080  -0.2869  0.09

---

No. 2
Entry from the OMol25 dataset: the molecule C7H8 (the ωB97M-V functional and the def2-TZVPD basis).

Properties
Energy above the lowest of the compared OMol25 structures with the same formula, charge and spin   86.4 kcal/mol
Total charge   0
SMILES   C#CC[C@H](C)C#C

Last column: natural (NBO) charge in e.
Element x y z (Å)
C  0.1790  0.2916  -0.5261  -0.28
C  -0.6709  -0.9772  -0.2823  -0.47
C  -1.7225  -0.6859  0.6936  0.01
C  1.3187  0.0434  -1.5176  -0.59
C  -2.5066  -0.3030  1.5221  -0.25
C  1.1492  1.2362  1.7793  -0.23
C  0.7072  0.8148  0.7419  -0.01
H  -0.4966  1.0498  -0.9433  0.23
H  -0.0297  -1.7895  0.0819  0.23
H  0.9288  -0.2727  -2.4910  0.21
H  -1.1036  -1.3104  -1.2340  0.23
H  -3.1737  0.0600  2.2707  0.24
H  1.5264  1.6146  2.7034  0.24
H  1.8992  0.9600  -1.6568  0.22
H  1.9953  -0.7315  -1.1418  0.21

---

No. 3
Entry from the OMol25 dataset: a cluster of 25 separate species, C4H56BBrO30 in total (the ωB97M-V functional and the def2-TZVPD basis).

Properties
Energy above the lowest of the compared OMol25 structures with the same formula, charge and spin   0.0 kcal/mol
Total charge   0

Last column: Löwdin charge in e.
Element x y z (Å)
Br  -4.3119  1.3060  1.0873  0.78
O  -5.0191  -2.0648  -1.6620  -0.05
O  -2.5878  3.8326  1.2857  -0.11
O  1.1994  -1.0728  -1.0308  0.08
O  2.3583  -5.9344  2.4835  -0.06
O  4.9538  -5.5823  5.6806  -0.05
O  -0.2452  -4.2000  -1.4875  -0.03
O  4.0568  -0.9866  -5.8854  -0.05
O  5.3609  -1.8203  -0.5405  -0.05
O  -5.6830  7.7374  5.1305  -0.06
O  8.6666  -2.5570  0.4586  -0.06
O  2.6105  1.1697  0.9638  0.21
O  1.6733  -1.9648  1.0137  0.18
O  -1.1989  2.1504  -1.7940  -0.05
O  -5.0415  3.8372  3.1312  -0.08
O  -0.6374  -2.6543  -3.8427  -0.06
O  2.4413  -0.3630  -0.8557  0.10
O  -2.0294  6.1305  -0.9761  -0.04
O  1.4359  1.8258  -1.0243  0.21
O  -3.9159  6.8424  2.5964  -0.07
O  3.7595  -3.3161  3.8799  -0.05
O  -1.5417  5.8041  3.3625  -0.06
O  1.4373  6.1052  3.0682  -0.05
O  -4.1831  2.9156  -1.6802  -0.08
O  3.6264  -2.3411  -2.9865  -0.04
O  -3.1392  -3.9085  -0.3106  -0.04
O  -4.9510  0.3670  -3.2157  -0.06
O  2.5269  -4.8879  -0.3326  -0.05
O  4.9908  -4.0342  1.2752  -0.05
O  1.4393  -1.5974  -7.6208  -0.06
O  -0.4241  -1.9207  0.2410  0.04
C  0.8803  -1.6636  0.1643  -0.57
C  -3.1020  0.5386  -0.2118  -0.58
C  -1.3253  -1.0608  -0.5429  -0.11
C  -2.6410  -0.8527  0.1878  -0.22
B  2.1353  0.9211  -0.2982  -0.74
H  1.0375  -0.7255  -7.6529  0.03
H  -5.4646  2.9948  2.9282  -0.01
H  0.5683  2.0330  -0.6485  0.10
H  1.1472  6.5865  2.2869  0.04
H  -0.5959  5.7104  3.5283  0.01
H  -5.5462  4.4954  2.6422  0.04
H  -2.5040  -0.9110  1.2598  0.11
H  -3.1558  6.9416  3.1938  0.02
H  -4.2935  7.7235  2.5143  0.04
H  -0.4350  -3.4735  -0.8776  0.01
H  -5.8915  -1.9521  -1.2726  0.07
H  0.0043  -4.9537  -0.9416  0.07
H  -2.9864  -4.8149  -0.0239  0.06
H  -0.8617  -0.0983  -0.6958  0.10
H  -4.7046  -2.9247  -1.3563  0.03
H  3.7248  -3.9270  4.6287  0.03
H  5.1268  -4.7894  1.8563  0.05
H  2.2271  -1.4854  -7.0741  -0.01
H  2.0652  -4.0551  -0.4658  0.01
H  2.0474  0.8245  1.6623  0.12
H  -4.9020  -0.5273  -2.8423  0.00
H  5.7455  -2.6249  -0.1697  0.01
H  2.1562  6.6327  3.4286  0.05
H  1.9852  -5.5732  1.6674  0.01
H  5.8572  -5.3691  5.4258  0.05
H  -0.2379  -3.2777  -3.2204  -0.01
H  4.4473  -1.8400  -0.2343  0.02
H  -5.8618  7.0673  4.4628  0.02
H  -2.2944  1.2434  -0.2227  0.02
H  3.3056  -4.6631  0.1963  0.01
H  -3.6293  0.5442  -1.1528  0.03
H  -4.7407  7.6436  5.2973  0.03
H  3.1446  -1.7764  -2.3758  0.00
H  -2.5824  4.5189  0.6060  0.02
H  8.1118  -1.9403  -0.0314  0.02
H  4.5061  -1.9457  -2.9876  0.04
H  -2.1054  2.3855  -2.0392  0.03
H  8.3650  -3.4276  0.1833  0.03
H  -0.6329  2.5768  -2.4462  0.06
H  -1.7542  5.1368  2.6961  0.01
H  4.7618  -3.3192  1.8866  0.04
H  -1.1196  6.4355  -0.9155  0.04
H  -4.3654  0.3355  -3.9774  0.04
H  4.0169  -1.5985  -5.1400  0.01
H  -1.4724  -1.5139  -1.5179  0.13
H  3.5655  -2.4530  4.2565  0.05
H  3.8962  -0.1229  -5.4937  0.04
H  3.0024  -5.2691  2.7455  -0.01
H  -4.8661  3.1606  -1.0492  0.02
H  -4.6266  2.8877  -2.5355  0.04
H  0.0783  -2.3871  -4.4274  0.03
H  -3.3888  -1.5496  -0.1241  0.06
H  4.8047  -6.4685  5.3347  0.05
H  -2.5414  -3.8196  -1.0669  0.04
H  -3.2072  4.1410  1.9649  -0.01
H  -2.5065  6.8581  -1.3852  0.04

---

No. 4
Entry from the OMol25 dataset: a cluster of 2 separate species, CH6N2O in total at a distorted geometry (the ωB97M-V functional and the def2-TZVPD basis).

Properties
Energy above the lowest of the compared OMol25 structures with the same formula, charge and spin   35.9 kcal/mol
Total charge   0
SMILES   [H]/N=C/N.O

Last column: natural (NBO) charge in e.
Element x y z (Å)
O  0.9800  -2.0814  1.0751  -0.97
N  -1.2271  1.2260  0.2544  -0.77
N  0.3963  0.0946  -0.9597  -0.90
C  -0.1383  1.1896  -0.5291  0.38
H  0.2143  2.1809  -0.8547  0.13
H  0.9481  -1.3961  0.4020  0.49
H  -1.8027  2.0517  0.2638  0.39
H  0.3161  0.1105  -1.9727  0.38
H  -1.7365  0.3578  0.3273  0.40
H  0.6588  -2.8670  0.6211  0.46

---

No. 5
Entry from the OMol25 dataset: a structure of composition C16H36AlNO2S (the ωB97M-V functional and the def2-TZVPD basis).

Properties
Energy above the lowest of the compared OMol25 structures with the same formula, charge and spin   4.1 kcal/mol
Total charge   -2

Last column: natural (NBO) charge in e.
Element x y z (Å)
S  -1.9551  -0.3300  -0.1254  -0.73
Al  -0.8573  1.4071  0.9538  1.35
O  0.2739  3.7212  -0.3195  -0.84
O  0.2030  1.9096  -1.6585  -0.86
N  -5.5090  -1.5053  0.9930  -0.84
C  3.9433  -1.7657  -4.3861  -0.39
C  1.1981  -2.0060  -1.8543  -0.62
C  2.6285  -0.9862  -4.4333  -0.39
C  1.8077  1.6720  2.0291  -0.62
C  -5.3005  -0.0769  1.3494  -0.25
C  2.3211  -0.1454  -3.1892  -0.41
C  5.1728  -0.8704  -4.2602  -0.61
C  -3.5235  2.2177  2.3680  -0.39
C  2.2805  -0.9314  -1.8852  -0.40
C  -0.0185  2.5142  -0.5560  0.36
C  -2.0833  2.6290  2.0520  -0.98
C  0.9843  -0.7541  1.9680  -0.40
C  -3.6508  0.8750  3.0892  -0.39
C  0.6183  0.7199  2.2019  -0.75
C  -4.9270  0.0713  2.8175  -0.41
C  2.3919  -1.1907  2.3987  -0.61
H  0.2815  0.7991  3.2413  0.17
H  -5.3054  -1.6142  0.0064  0.36
H  -2.1326  -1.2651  0.8158  0.11
H  -1.5800  2.8310  3.0044  0.18
H  1.8109  -1.6933  -4.6069  0.19
H  2.7080  -0.6383  3.2813  0.19
H  1.3624  0.3582  -3.3078  0.26
H  -3.6446  1.1006  4.1578  0.18
H  -2.7772  0.2513  2.9197  0.21
H  1.4646  2.7027  1.9935  0.23
H  -4.5127  0.3126  0.7173  0.25
H  3.9235  -2.4734  -3.5529  0.20
H  0.2165  -1.5551  -2.0047  0.25
H  3.1159  -1.0041  1.6096  0.20
H  2.0896  -0.2188  -1.0811  0.25
H  -3.9817  2.9587  3.0367  0.15
H  -6.2021  0.5007  1.1316  0.15
H  2.5457  1.5772  2.8301  0.15
H  5.1459  -0.2900  -3.3381  0.22
H  -4.7773  -0.9425  3.1867  0.20
H  -2.0825  3.5731  1.5083  0.22
H  -6.4949  -1.7217  1.0827  0.33
H  3.2602  -1.3900  -1.6816  0.16
H  0.8334  -1.0259  0.9259  0.20
H  3.0526  0.6615  -3.0952  0.19
H  2.6446  -0.3230  -5.3073  0.18
H  2.2973  1.4957  1.0736  0.20
H  -5.7491  0.4833  3.4038  0.17
H  5.2274  -0.1683  -5.0962  0.19
H  1.3596  -2.7733  -2.6214  0.16
H  1.1815  -2.5090  -0.8850  0.20
H  2.4191  -2.2481  2.6592  0.18
H  4.0352  -2.3681  -5.2985  0.18
H  6.0937  -1.4607  -4.2560  0.19
H  -4.1078  2.2596  1.4498  0.18
H  0.2805  -1.3572  2.5441  0.18

---

No. 6
Entry from the OMol25 dataset: the molecule C3Br2O at a distorted geometry (the ωB97M-V functional and the def2-TZVPD basis).

Properties
Energy above the lowest of the compared OMol25 structures with the same formula, charge and spin   0.0 kcal/mol
Total charge   0
SMILES   O=C(Br)C#CBr

Last column: natural (NBO) charge in e.
Element x y z (Å)
Br  -2.1480  -0.6167  2.3214  0.26
Br  0.0116  0.5959  -2.3967  -0.06
O  2.1157  0.2254  -0.6339  -0.44
C  -0.0196  -0.1331  0.2868  -0.20
C  0.9361  0.1796  -0.6868  0.49
C  -0.8958  -0.2510  1.1092  -0.05

---

no.,calculated total energy (eV)
1,-143835.84538
2,-7385.00192
3,-137202.83617
4,-6160.93967
5,-40194.71140
6,-145240.88096